The following is a DFT calculation (wB97M-V/def2-TZVPD) of a 8-piece molecular cluster, C31H76O10 overall.

Computed properties:
* SMILES string: COC(=O)OC.CCOCC.CCOCC.CCOCC.CCOCC.CCOCC.CCOCC.CCOCC
* HOMO energy: -9.4 eV
* 2S+1: 1
* charge: 0
* E_LUMO: 0.721 eV
* strongest force on any atom: 0.41 eV Å⁻¹
* HOMO-LUMO gap: 0.372 hartree

```
117
Properties=species:S:1:pos:R:3:mulliken_charge:R:1
C 1.96 1.35 3.52 -0.55
O 0.74 1.68 4.19 -0.39
C -0.03 2.59 3.58 0.83
O 0.31 3.28 2.65 -0.51
O -1.23 2.69 4.17 -0.33
C -2.04 1.50 4.13 -0.57
H 1.84 1.38 2.44 0.31
H 2.22 0.34 3.83 0.23
H 2.76 2.04 3.83 0.23
H -2.68 1.51 5.01 0.23
H -1.43 0.60 4.13 0.35
H -2.68 1.53 3.24 0.16
C 3.89 6.32 7.67 -1.02
C 4.39 5.78 6.34 -0.34
O 3.93 4.48 6.02 -0.43
C 2.52 4.34 5.91 -0.17
C 1.89 5.22 4.84 -1.02
H 4.15 5.63 8.48 0.28
H 4.34 7.29 7.87 0.39
H 2.80 6.45 7.67 0.27
H 5.48 5.68 6.38 0.34
H 4.16 6.48 5.53 0.30
H 2.03 4.51 6.88 0.26
H 2.37 3.29 5.66 0.15
H 2.00 6.28 5.08 0.40
H 0.82 5.01 4.77 0.33
H 2.34 5.03 3.86 0.26
C -6.66 3.68 0.93 -0.85
C -5.57 3.45 1.96 -0.46
O -4.48 2.66 1.50 -0.41
C -3.76 3.19 0.40 -0.35
C -3.11 4.54 0.67 -0.97
H -7.05 2.72 0.56 0.30
H -7.48 4.24 1.37 0.26
H -6.30 4.25 0.07 0.27
H -5.98 2.89 2.80 0.37
H -5.21 4.41 2.35 0.31
H -4.39 3.23 -0.50 0.32
H -2.98 2.45 0.20 0.34
H -3.85 5.32 0.85 0.28
H -2.52 4.84 -0.20 0.39
H -2.45 4.48 1.53 0.20
C -9.32 8.13 2.31 -1.07
C -8.80 7.51 1.02 -0.33
O -9.17 6.16 0.84 -0.34
C -10.57 5.90 0.77 -0.36
C -11.27 6.62 -0.37 -1.07
H -9.00 7.55 3.17 0.29
H -8.93 9.14 2.41 0.39
H -10.41 8.19 2.32 0.27
H -7.71 7.49 1.04 0.33
H -9.09 8.12 0.16 0.30
H -11.05 6.13 1.72 0.32
H -10.64 4.82 0.62 0.33
H -11.24 7.70 -0.26 0.27
H -12.32 6.32 -0.40 0.38
H -10.82 6.36 -1.33 0.30
C 0.89 -2.15 -1.09 -0.90
C 1.50 -0.77 -0.90 -0.41
O 2.03 -0.53 0.39 -0.33
C 3.07 -1.41 0.81 -0.26
C 4.30 -1.40 -0.09 -0.70
H 0.10 -2.31 -0.35 0.33
H 0.47 -2.23 -2.09 0.26
H 1.63 -2.94 -0.98 0.22
H 0.74 0.00 -1.04 0.43
H 2.27 -0.59 -1.67 0.24
H 2.68 -2.43 0.91 0.27
H 3.34 -1.07 1.81 0.27
H 4.07 -1.75 -1.09 0.12
H 5.07 -2.05 0.34 0.15
H 4.70 -0.39 -0.16 0.30
C 0.90 -3.84 -6.72 -1.09
C 0.42 -3.09 -5.50 -0.39
O 1.45 -2.71 -4.60 -0.33
C 2.45 -1.86 -5.12 -0.32
C 1.93 -0.52 -5.62 -1.11
H 1.45 -4.73 -6.43 0.23
H 0.05 -4.15 -7.33 0.39
H 1.55 -3.24 -7.35 0.34
H -0.24 -3.72 -4.91 0.31
H -0.17 -2.21 -5.80 0.35
H 3.02 -2.36 -5.91 0.32
H 3.14 -1.70 -4.29 0.32
H 1.26 -0.63 -6.47 0.30
H 2.77 0.10 -5.94 0.42
H 1.40 0.00 -4.82 0.26
C 5.65 -5.93 2.02 -1.15
C 6.13 -5.01 0.90 -0.26
O 6.67 -3.78 1.35 -0.35
C 7.80 -3.87 2.20 -0.36
C 9.00 -4.55 1.57 -1.08
H 4.91 -5.42 2.64 0.30
H 5.19 -6.82 1.59 0.40
H 6.47 -6.25 2.66 0.28
H 5.28 -4.73 0.27 0.35
H 6.85 -5.54 0.26 0.28
H 7.53 -4.35 3.15 0.31
H 8.05 -2.83 2.43 0.33
H 8.80 -5.60 1.34 0.28
H 9.84 -4.52 2.26 0.38
H 9.28 -4.05 0.65 0.30
C 1.27 -7.91 -5.24 -1.06
C -0.02 -8.03 -6.04 -0.35
O 0.18 -8.15 -7.44 -0.41
C 0.93 -9.27 -7.87 -0.33
C 0.31 -10.61 -7.50 -1.02
H 1.85 -7.06 -5.60 0.26
H 1.04 -7.76 -4.19 0.38
H 1.89 -8.80 -5.32 0.33
H -0.61 -7.12 -5.92 0.32
H -0.63 -8.86 -5.67 0.34
H 1.96 -9.21 -7.51 0.30
H 0.96 -9.17 -8.96 0.33
H 0.28 -10.75 -6.42 0.26
H 0.91 -11.42 -7.92 0.38
H -0.70 -10.68 -7.89 0.29
```

***

The following is a DFT calculation (wB97M-V/def2-TZVPD) of C31H79CuN4O11 as an isolated structure at a distorted geometry.

Computed properties:
* HOMO energy (alpha / beta): -10.3 / -10.3 eV
* 2S+1: 2
* charge: +1
* expectation value of S²: 0.754
* E_LUMO (alpha / beta): -1.823 / -4.710 eV
* strongest force on any atom: 4.35 eV Å⁻¹
* HOMO-LUMO gap (alpha / beta): 0.311 / 0.205 hartree

```
126
Properties=species:S:1:pos:R:3:mulliken_charge:R:1
Cu -1.71 -3.94 -2.50 0.25
C -0.32 0.24 -2.11 -1.41
C 0.50 -0.97 -1.58 0.50
C 0.73 -0.90 -0.06 0.08
O -0.13 -2.18 -1.90 0.05
H -0.50 0.33 -3.18 0.24
H 0.27 1.15 -1.98 0.32
H -1.30 0.55 -1.74 0.08
H 1.46 -0.90 -2.09 0.31
H -0.20 -1.11 0.47 -0.10
H 1.24 0.04 0.15 -0.48
H 1.39 -1.70 0.26 0.32
C 4.23 -4.80 -4.67 -0.91
O 2.87 -5.17 -4.37 -0.20
C 1.96 -4.99 -5.43 -0.63
C 0.46 -5.21 -4.90 -1.08
N -0.20 -4.00 -4.29 0.51
C -0.93 -3.36 -5.38 -0.90
C -1.63 -2.02 -5.05 -0.72
O -2.48 -2.09 -3.82 -0.03
C -3.47 -1.04 -3.95 -0.88
H 4.96 -4.98 -3.88 0.30
H 4.21 -3.82 -5.13 0.34
H 4.55 -5.48 -5.45 0.36
H 2.13 -5.87 -6.05 0.46
H 2.01 -4.06 -6.01 0.38
H 0.53 -5.99 -4.14 0.30
H -0.12 -5.85 -5.56 0.52
H 0.40 -3.32 -3.85 -0.10
H -1.71 -4.07 -5.64 0.41
H -0.26 -3.34 -6.24 0.37
H -2.23 -1.83 -5.94 0.50
H -1.00 -1.13 -4.98 0.34
H -3.11 -0.10 -4.37 0.44
H -3.83 -0.78 -2.96 0.10
H -4.27 -1.46 -4.57 0.28
C -0.12 -6.05 -0.52 -0.89
O -1.24 -5.26 -0.92 -0.05
C -2.41 -5.21 0.01 -0.80
C -3.66 -4.37 -0.53 -0.73
N -3.29 -3.15 -1.17 0.53
C -2.99 -2.09 -0.20 0.15
C -4.39 -1.51 0.23 -0.56
O -5.19 -1.03 -0.86 -0.28
C -6.42 -0.29 -0.59 -0.92
H 0.31 -5.67 0.41 0.34
H 0.68 -6.11 -1.26 0.27
H -0.57 -6.99 -0.19 0.34
H -2.04 -4.88 0.98 0.47
H -2.75 -6.24 0.08 0.48
H -4.42 -4.23 0.24 0.40
H -4.30 -4.94 -1.20 0.52
H -4.05 -2.70 -1.67 0.12
H -2.46 -1.38 -0.84 -0.78
H -2.31 -2.40 0.59 0.42
H -4.04 -0.64 0.78 0.12
H -4.86 -2.15 0.99 0.47
H -6.16 0.64 -0.08 0.29
H -7.02 -0.82 0.15 0.35
H -7.05 0.12 -1.38 0.33
C -3.04 3.39 0.49 -0.97
O -2.05 2.82 1.36 -0.14
C -2.24 1.47 1.68 0.48
C -1.05 1.18 2.60 -0.66
N -1.03 2.05 3.78 -0.05
C -2.09 1.71 4.74 -0.32
C -2.18 2.81 5.85 -0.68
O -3.18 3.79 5.71 -0.44
C -2.82 4.72 4.68 -0.32
H -3.31 2.68 -0.30 0.25
H -2.65 4.24 -0.06 0.24
H -3.95 3.62 1.04 0.35
H -2.19 0.82 0.80 -0.31
H -3.22 1.47 2.17 0.39
H -0.13 1.31 2.03 -0.29
H -1.07 0.11 2.82 0.45
H -1.42 2.89 3.39 0.01
H -1.99 0.73 5.22 0.54
H -3.10 1.62 4.33 0.23
H -1.24 3.36 5.88 0.32
H -2.29 2.27 6.79 0.35
H -1.76 4.98 4.63 0.14
H -3.50 5.56 4.76 0.37
H -3.13 4.52 3.65 0.01
C 5.13 5.73 7.08 -0.79
O 3.99 5.43 6.36 -0.32
C 3.06 6.62 6.18 -0.79
C 1.86 6.21 5.31 -0.39
N 2.27 5.83 3.94 -0.45
C 1.07 5.32 3.23 -0.10
C 1.46 4.70 1.96 -0.84
O 2.01 3.41 2.17 -0.27
C 2.63 2.71 1.21 -0.52
H 5.82 5.63 6.24 0.28
H 5.29 5.08 7.94 0.22
H 5.26 6.76 7.42 0.35
H 3.59 7.49 5.80 0.42
H 2.72 6.92 7.17 0.44
H 1.18 7.03 5.49 0.36
H 1.43 5.43 5.94 0.19
H 2.97 5.13 4.11 0.32
H 0.35 6.13 3.12 0.43
H 0.56 4.57 3.84 0.05
H 2.01 5.46 1.40 0.46
H 0.63 4.55 1.27 0.44
H 3.60 2.32 1.54 0.39
H 3.01 3.28 0.37 0.42
H 2.08 1.92 0.70 -0.25
C 4.28 -3.24 -0.23 -1.00
C 4.05 -4.51 -1.06 0.11
O 2.69 -4.91 -0.96 -0.30
H 5.32 -2.95 -0.08 0.41
H 3.73 -3.33 0.71 0.28
H 3.74 -2.42 -0.72 0.16
H 4.59 -5.41 -0.75 0.39
H 4.32 -4.39 -2.11 -0.18
H 2.29 -4.09 -1.26 0.11
C 4.09 1.44 -4.05 -1.21
C 3.14 2.19 -3.03 0.45
O 3.39 3.53 -3.28 -0.54
H 3.91 1.70 -5.10 0.31
H 4.37 0.38 -4.09 0.34
H 5.06 1.80 -3.74 0.32
H 3.30 2.01 -1.96 0.07
H 2.08 1.94 -3.12 0.00
H 2.55 3.97 -3.14 0.32
```

***

The following is a DFT calculation (wB97M-V/def2-TZVPD) of a 11-piece molecular cluster, C31H81N3O11 overall at a distorted geometry.

Computed properties:
* HOMO energy (alpha / beta): 0.1 / -6.2 eV
* 2S+1: 2
* charge: -1
* expectation value of S²: 0.751
* E_LUMO (alpha / beta): 1.865 / 1.853 eV
* strongest force on any atom: 4.48 eV Å⁻¹
* HOMO-LUMO gap (alpha / beta): 0.063 / 0.297 hartree

```
126
Properties=species:S:1:pos:R:3:mulliken_charge:R:1
C -4.94 4.04 1.51 -1.14
C -3.50 4.43 1.58 -0.40
O -2.75 3.38 1.09 -0.24
H -5.58 4.89 1.73 0.43
H -5.13 3.41 2.38 0.29
H -5.25 3.73 0.51 0.25
H -3.27 4.59 2.63 0.30
H -3.47 5.39 1.08 0.38
H -2.98 2.63 1.63 0.07
C 1.89 5.11 -0.87 -0.61
C 2.53 5.18 -2.27 -0.26
O 3.55 6.11 -2.30 -0.52
H 1.42 6.00 -0.46 0.41
H 2.66 4.75 -0.19 0.11
H 1.17 4.30 -0.78 0.08
H 1.76 5.66 -2.87 0.29
H 2.90 4.29 -2.77 0.21
H 3.49 6.66 -3.09 0.31
O 5.89 2.59 4.00 -0.79
H 5.01 2.82 4.30 0.35
H 6.12 3.28 3.38 0.40
O 3.70 -1.39 4.40 -0.29
H 4.59 -1.23 4.08 0.25
H 3.23 -0.58 4.20 -0.09
O 6.80 -0.04 -2.13 -0.73
H 6.07 0.55 -1.93 0.37
H 7.07 -0.37 -1.28 0.35
O 5.17 -4.13 3.43 -0.55
H 4.32 -4.52 3.27 0.33
H 4.99 -3.39 4.01 0.23
O 7.12 -0.79 0.82 -0.53
H 6.81 -0.24 1.54 0.25
H 7.09 -1.68 1.17 0.27
O 2.30 -3.59 3.64 -0.84
H 1.92 -3.26 2.83 -0.03
H 2.74 -2.84 4.03 0.52
C -3.31 -4.34 2.32 -1.68
C -2.53 -3.10 1.65 1.59
C -3.14 -2.61 0.31 -1.17
C -4.44 -1.78 0.48 -0.91
C -4.07 -0.56 1.27 -0.69
C -3.38 -0.94 2.68 1.43
N -2.31 -1.91 2.57 1.21
O -1.61 -2.16 3.78 -0.56
C -2.86 0.37 3.35 -1.49
C -4.57 -1.55 3.54 -1.84
C -1.21 -3.82 1.16 -2.28
H -2.88 -5.35 2.34 0.42
H -4.22 -4.47 1.74 0.37
H -3.61 -4.17 3.35 0.30
H -2.42 -2.01 -0.25 -0.17
H -3.17 -3.58 -0.19 0.65
H -5.25 -2.31 0.99 0.41
H -4.85 -1.40 -0.45 0.44
H -4.95 0.07 1.44 0.45
H -3.35 0.06 0.72 -0.05
H -3.62 1.13 3.54 0.37
H -2.49 0.13 4.34 0.48
H -2.08 0.89 2.79 -0.20
H -5.22 -2.14 2.89 0.31
H -4.10 -2.12 4.35 0.34
H -5.19 -0.82 4.07 0.43
H -1.36 -4.67 0.50 0.63
H -0.56 -4.18 1.95 0.50
H -0.44 -3.16 0.74 0.26
H -0.76 -1.78 3.53 0.25
C -1.63 1.54 -2.62 -2.03
C -1.19 0.43 -3.69 2.17
C -1.06 -0.90 -2.87 0.21
C -0.91 -2.18 -3.67 -0.77
C -2.15 -2.11 -4.54 -1.39
C -2.32 -0.90 -5.48 1.69
N -2.39 0.25 -4.65 0.43
O -2.81 1.44 -5.18 -0.56
C -1.26 -0.97 -6.58 -1.78
C -3.68 -0.97 -6.24 -2.01
C 0.27 0.81 -4.25 -1.85
H -0.87 1.59 -1.83 -0.02
H -2.42 1.15 -1.98 0.56
H -1.93 2.48 -3.08 0.54
H -0.24 -0.83 -2.16 -0.99
H -1.95 -0.90 -2.25 0.31
H -0.88 -3.05 -3.02 0.45
H 0.05 -2.19 -4.19 0.38
H -2.97 -2.12 -3.82 0.34
H -2.15 -3.10 -5.01 0.56
H -1.48 -0.26 -7.38 0.36
H -0.22 -0.83 -6.29 0.33
H -1.31 -1.94 -7.07 0.44
H -4.55 -0.73 -5.62 0.41
H -3.70 -0.15 -6.97 0.42
H -3.95 -1.93 -6.68 0.39
H 0.20 1.07 -5.31 0.45
H 0.93 -0.05 -4.30 0.39
H 0.74 1.59 -3.66 0.28
H -3.53 1.85 -4.70 0.34
C 1.33 1.46 3.33 -2.88
C 1.63 1.06 1.84 4.49
C 2.85 1.98 1.44 -3.08
C 3.46 1.70 0.04 0.06
C 3.90 0.21 0.20 -2.21
C 2.87 -0.80 0.68 4.25
N 2.00 -0.36 1.78 -0.44
O 0.97 -1.24 2.07 1.08
C 1.93 -1.18 -0.53 -2.05
C 3.58 -2.16 1.04 -2.29
C 0.32 1.42 0.99 -0.92
H 1.16 2.53 3.50 0.55
H 2.17 1.27 4.00 0.59
H 0.51 0.90 3.77 -0.05
H 2.53 3.02 1.42 0.45
H 3.72 1.82 2.08 0.52
H 4.35 2.27 -0.20 0.68
H 2.75 1.88 -0.77 -0.10
H 4.83 0.24 0.76 -0.44
H 4.24 -0.16 -0.77 0.38
H 1.31 -0.30 -0.74 0.11
H 2.50 -1.11 -1.45 0.60
H 1.44 -2.14 -0.37 0.23
H 4.26 -2.33 0.20 0.42
H 4.02 -2.02 2.03 0.41
H 2.80 -2.88 1.27 0.24
H -0.41 0.61 0.92 -0.17
H 0.76 1.71 0.04 -0.71
H -0.29 2.17 1.50 0.46
H 0.45 -1.10 1.28 -0.49
```

***

| no. | DFT total energy (a.u.) |
| --- | --- |
| 1 | -1978.99243 |
| 2 | -3915.00731 |
| 3 | -2221.35005 |